[1]
ORCA calculation (ωB97M-V/def2-TZVPD) on 2 unconnected molecules or ions with the total composition C10H15ClN2S.

```
29
Properties=species:S:1:pos:R:3:forces:R:3:nbo_charge:R:1
Cl -3.399667 0.646470 -2.208891 0.396 -0.482 0.115 -0.003
S 1.860544 1.529856 -0.925046 -0.851 -0.175 -3.339 1.209
N 2.241703 2.602966 -2.269275 -1.321 -1.140 1.163 -1.065
N 0.982594 2.323164 0.048194 1.647 0.712 3.785 -1.152
C -2.438787 -0.241338 1.010797 -0.812 -0.225 -1.226 -0.438
C -1.334082 0.005785 1.692499 -0.649 0.605 1.405 0.023
C 0.974110 -0.368247 -2.814642 0.671 -0.204 -0.695 -0.232
C -0.768885 0.899492 -1.671681 0.573 -0.252 0.045 -0.245
C -1.152860 1.391394 2.303963 0.329 0.557 0.466 -0.656
C 0.570073 0.618794 -1.933582 0.375 0.633 1.691 -0.183
C -0.228291 -0.985738 1.874300 -1.243 -1.965 -1.506 -0.665
C -1.720960 0.132842 -2.308408 -0.224 0.814 0.001 -0.003
C -1.349217 -0.909968 -3.091716 0.868 -2.082 -1.377 -0.234
C 0.014982 -1.166665 -3.418921 -0.383 1.410 0.638 -0.196
H 1.652528 2.396737 0.942877 -2.125 0.019 -2.228 0.367
H -2.697683 -1.156363 0.383171 0.468 1.186 1.251 0.206
H -0.145044 1.349494 2.760999 -0.104 0.886 -0.764 0.208
H -1.381456 2.296088 1.621549 0.826 -1.646 0.968 0.236
H -0.720650 -2.020970 1.682350 1.168 1.561 -0.148 0.216
H -3.089735 0.640231 0.938878 -0.162 -0.666 -0.327 0.196
H -1.744092 1.549783 3.220207 -0.383 -0.335 -0.388 0.218
H -1.137755 1.614210 -0.957339 0.533 0.396 0.146 0.268
H 3.202112 2.469020 -2.469038 0.925 1.019 -0.340 0.384
H 0.331476 -1.151992 2.800692 -0.205 0.940 -0.073 0.225
H -2.098424 -1.614907 -3.416957 -0.208 0.176 -0.478 0.227
H 2.036903 -0.528515 -3.122942 -0.937 0.355 0.624 0.223
H 0.380640 -0.646994 1.016712 0.709 -0.908 0.483 0.229
H 0.425756 -1.791921 -4.203683 -0.860 -0.615 0.207 0.227
H 1.763181 3.509335 -2.153165 0.981 -0.576 -0.098 0.409
```
Forces are in eV/Å.

relative energy (zero: lowest compared OMol25 entry of this formula, charge and spin) = 3.837 eV
charge = 0
gap between HOMO and LUMO = 0.341 hartree
total energy = -36947.5602 eV
HOMO = -8.8 eV
LUMO level = 0.48 eV

---

[2]
ORCA calculation (ωB97M-V/def2-TZVPD) on a single C4H7N molecule.

```
12
Properties=species:S:1:pos:R:3:forces:R:3:nbo_charge:R:1
N 1.594450 -0.016186 0.684325 -0.048 0.872 0.826 -0.826
C -1.642400 -1.085656 -0.206589 -0.358 -0.698 -0.918 -0.354
C -0.329149 -0.882456 -0.400891 -0.925 0.368 0.601 -0.223
C 0.079768 1.611706 -0.141878 -0.189 -0.220 0.524 -0.534
C 0.363371 0.326548 0.134530 1.246 -0.130 -2.496 0.161
H 2.146236 0.752159 1.016409 0.156 -0.005 -0.014 0.380
H -2.079906 -2.078875 -0.107455 0.382 -0.195 -0.962 0.191
H 2.035898 -0.908229 0.754563 -0.602 -0.402 -0.057 0.395
H 0.281936 -1.654293 -0.875840 0.124 -0.206 1.052 0.207
H -0.669865 1.906343 -0.859411 -0.318 -0.125 0.316 0.209
H 0.663999 2.391045 0.337236 0.014 0.022 -0.219 0.189
H -2.444338 -0.362105 -0.335000 0.518 0.719 1.347 0.204
```
Forces are in eV/Å.

relative energy (zero: lowest compared OMol25 entry of this formula, charge and spin) = 2.089 eV
charge = 0
gap between HOMO and LUMO = 0.324 hartree
total energy = -5749.3282 eV
HOMO = -7.8 eV
SMILES = C=CC(=C)N
LUMO level = 1.03 eV